An isolated ion of composition C10H11N4 and charge +1 in a non-equilibrium geometry, computed with the ωB97M-V functional and the def2-TZVPD basis.

Geometry (Å):
N -5.920 -0.492 -0.185
C -4.770 -0.265 0.002
C -3.460 -0.075 -0.019
C -2.898 1.252 -0.239
C -1.686 1.897 -0.104
N -0.378 1.691 0.227
C 0.384 0.680 0.408
N 1.811 0.962 0.632
C 2.606 0.258 -0.407
C 2.397 -1.247 -0.259
C 0.968 -1.624 -0.043
C -0.013 -0.736 0.261
N -1.261 -1.248 0.425
C -2.520 -1.153 0.379
H -6.749 -0.500 0.379
H -3.669 1.944 -0.563
H -1.782 2.959 -0.326
H 2.091 0.625 1.563
H 1.924 1.986 0.594
H 3.660 0.518 -0.303
H 2.243 0.596 -1.381
H 2.985 -1.632 0.582
H 2.773 -1.747 -1.153
H 0.715 -2.664 -0.174
H -3.024 -2.064 0.704

Calculated values
Kohn-Sham gap in eV: 7.45
HOMO energy in eV: -11.4
F_max in hartree/bohr: 0.07238
2S+1: 1
Calculated total energy in eV: -16498.528
Net charge: +1
Energy relative to the best compared isomer or geometry (same formula, charge and spin) in kJ/mol: 219.6
SMILES: N=C=C1/C=C\N=C2\[NH2+]CCC=C2/N=C\1